Entry 1:
Formula: C2H6N2S3
Source: the Open Molecules 2025 dataset
Level of theory: wB97M-V/def2-TZVPD

The HOMO energy is -7.69 eV. The value obtained for the relative energy (zero: lowest compared OMol25 entry of this formula, charge and spin) is 103.2 kcal/mol. The calculated total energy is -1383.68928 a.u. The total charge is 0.

Geometry as XYZ:
```
13
Properties=species:S:1:pos:R:3:forces:R:3:mulliken_charge:R:1
C -0.059419 -0.127546 -2.047480 -1.017 -0.713 -2.721 -0.94
N 1.136024 -0.315475 -1.345089 0.651 0.535 1.420 -0.26
S 1.901305 -1.715824 -1.223790 -0.341 1.413 0.751 -0.05
S 0.834222 -1.845703 1.166466 -1.188 0.449 1.018 -0.28
C 0.216398 -0.396955 0.822423 1.341 -1.213 0.027 0.18
S -0.425921 0.829402 1.672450 -0.108 -0.666 -0.508 0.04
N -0.657598 0.309357 3.340156 -0.357 1.478 -0.729 -0.55
H -0.548074 0.820291 -1.914062 -0.242 0.243 1.124 0.35
H 0.157625 -0.023316 -3.082892 1.035 0.454 -1.569 0.39
H -0.778827 -0.928936 -2.275630 -0.244 -0.320 1.519 0.35
H 2.654674 -1.185811 -0.181656 0.255 -0.774 -1.229 0.22
H -1.037574 1.251230 3.600310 0.041 -1.284 0.818 0.29
H -1.428047 -0.370106 3.343964 0.176 0.398 0.078 0.28
```
Forces are in eV/Å.



Entry 2:
Formula: C21H19ClN2O3S
Source: the Open Molecules 2025 dataset
Level of theory: wB97M-V/def2-TZVPD

The HOMO energy is -8.96 eV. The value obtained for the relative energy (zero: lowest compared OMol25 entry of this formula, charge and spin) is 0.8 kcal/mol. The calculated total energy is -2005.26537 a.u. The total charge is 0.

Geometry as XYZ:
```
47
Properties=species:S:1:pos:R:3:forces:R:3:mulliken_charge:R:1
O 0.715258 -3.035466 0.427602 0.137 -0.339 -0.156 -0.69
C 0.494568 -1.924492 0.857995 0.429 0.247 0.428 0.00
C 1.475491 -0.765522 0.629120 0.073 -0.753 -0.050 -0.49
N 0.770497 0.399607 0.139605 -0.419 -0.258 -0.847 0.54
C 1.249381 1.699204 0.377849 0.152 0.823 0.207 -0.54
C 0.301252 2.661973 0.720350 0.200 0.097 0.089 -0.24
C 0.665078 3.974149 0.950250 -0.078 -0.018 0.027 -1.04
C 1.995308 4.349308 0.859275 0.040 -0.071 -0.038 -0.42
C 2.951010 3.411997 0.513698 0.005 0.044 0.024 -0.66
C 2.580547 2.100918 0.257132 -0.093 -0.036 -0.001 0.85
Cl 3.818866 0.999448 -0.254728 0.167 -0.001 0.041 -0.19
S 0.011520 0.178440 -1.355934 -0.095 0.276 -0.135 1.57
O -0.846930 -0.957934 -1.222373 0.408 -0.278 -0.170 -0.72
O -0.577462 1.433378 -1.712585 0.362 0.051 -0.090 -0.70
C 1.364349 -0.205087 -2.452631 -0.568 0.123 0.356 0.23
C 2.022191 0.835577 -3.078500 0.007 0.194 -0.132 -0.44
C 3.125339 0.552470 -3.866108 -0.072 0.036 0.045 -0.67
C 3.554744 -0.759129 -4.005015 0.020 0.013 -0.005 -0.46
C 2.882902 -1.792384 -3.370695 -0.024 0.005 0.059 -0.66
C 1.774782 -1.517870 -2.584030 -0.043 -0.202 -0.024 -0.39
N -0.540655 -1.605908 1.650599 -0.368 0.099 0.252 -0.06
C -1.619577 -2.537455 1.923614 0.152 -0.269 0.053 -1.01
C -2.955773 -1.850533 1.928881 0.005 0.048 0.086 0.49
C -3.826957 -1.998237 2.999926 0.083 -0.035 -0.053 -0.66
C -5.055260 -1.359590 2.998208 -0.102 0.013 0.037 -0.57
C -5.419046 -0.559154 1.929157 -0.090 0.024 0.037 -0.38
C -4.553187 -0.405994 0.858531 -0.010 0.033 -0.047 -0.80
C -3.328773 -1.050105 0.854279 -0.021 -0.016 0.012 0.03
H 2.247285 -1.126138 -0.061245 -0.154 0.032 0.229 0.38
H 1.947922 -0.513460 1.583049 -0.044 0.018 -0.136 0.52
H -0.729665 2.352962 0.781320 -0.104 -0.026 0.039 0.53
H -0.088787 4.702066 1.206302 -0.077 0.062 0.027 0.39
H 2.291143 5.369746 1.046665 0.032 0.093 0.020 0.39
H 3.988888 3.691433 0.420461 0.089 -0.006 -0.007 0.43
H 1.656210 1.841534 -2.942568 0.025 0.148 -0.053 0.50
H 3.652072 1.352018 -4.364340 0.029 0.070 -0.041 0.41
H 4.420148 -0.976509 -4.613261 0.066 -0.023 -0.057 0.40
H 3.222422 -2.810652 -3.481852 0.012 -0.090 -0.012 0.43
H 1.227422 -2.297930 -2.077265 -0.013 -0.160 0.057 0.42
H -0.705651 -0.633433 1.859803 0.063 -0.035 -0.066 0.36
H -1.439794 -3.024393 2.890300 -0.118 -0.047 -0.169 0.33
H -1.578516 -3.304211 1.142399 0.010 0.044 0.149 0.38
H -3.545773 -2.620736 3.837844 0.055 -0.048 0.080 0.35
H -5.727457 -1.485232 3.834565 -0.049 -0.002 0.064 0.38
H -6.376253 -0.058576 1.929537 -0.071 0.043 0.000 0.38
H -4.833384 0.213895 0.019774 -0.029 0.052 -0.081 0.42
H -2.657695 -0.943993 0.015042 0.017 0.026 -0.048 0.65
```
Forces are in eV/Å.



Entry 3:
Formula: C6H29NO9
Source: the Open Molecules 2025 dataset
Level of theory: wB97M-V/def2-TZVPD

The HOMO energy is -8.51 eV. The value obtained for the relative energy (zero: lowest compared OMol25 entry of this formula, charge and spin) is 91.2 kcal/mol. The calculated total energy is -977.85643 a.u. The total charge is 0.

Geometry as XYZ:
```
45
Properties=species:S:1:pos:R:3:forces:R:3:mulliken_charge:R:1
C -4.169771 5.107410 14.140582 -0.420 0.116 -2.284 -0.68
O -2.853982 4.608259 13.928444 -0.523 -0.300 2.452 -0.36
C -2.470283 4.004755 15.216101 -0.875 -0.618 -0.819 -0.15
C -1.040595 3.599103 15.105675 1.079 0.318 0.360 -0.60
N -0.841155 2.502898 14.164907 0.424 -0.535 0.224 -0.33
C 0.563176 2.069421 13.995518 0.284 0.608 1.152 -0.48
C 1.023523 1.188583 15.241564 0.116 2.538 -0.304 -0.44
O 2.366297 0.778626 15.052777 -0.149 -0.626 -0.678 -0.35
C 3.429098 1.457492 15.676505 -1.425 -0.250 2.086 -0.76
H -4.457833 5.534240 13.145360 -0.058 -0.292 0.852 0.27
H -4.191492 5.916688 14.857374 -0.007 0.109 0.432 0.26
H -4.916521 4.320146 14.403670 0.630 0.378 -0.010 0.29
H -3.126275 3.102769 15.363199 0.581 0.546 -0.157 0.35
H -2.672651 4.647979 16.102177 0.325 0.057 -0.873 0.21
H -0.687345 3.367630 16.118456 -0.109 -0.454 -0.185 0.29
H -0.419428 4.487758 14.851350 -0.308 -0.102 -0.180 0.21
H -1.318999 2.717885 13.299141 0.268 -0.026 -0.043 0.27
H 1.242313 2.971473 13.879185 -0.408 -0.856 0.248 0.25
H 0.736984 1.441324 13.116688 -0.476 0.148 0.018 0.37
H 0.316726 0.368298 15.312803 0.347 -0.473 -0.008 0.34
H 0.926528 1.798357 16.181762 0.100 -0.509 -0.671 0.23
H 3.496356 2.515123 15.556290 -0.124 0.976 -1.062 0.33
H 4.348679 0.978766 15.436431 0.571 -0.378 -0.440 0.28
H 3.294638 1.407302 16.774796 0.160 -0.390 -0.102 0.31
O -1.630424 11.117337 15.064559 1.340 0.321 -0.673 -0.62
H -2.544478 11.297570 14.853853 -0.712 -0.127 -0.133 0.35
H -1.101954 11.569193 14.371931 -0.538 -0.345 0.764 0.31
O -4.213060 6.416586 17.814404 1.674 -0.767 0.451 -0.65
H -3.290944 6.428198 17.441095 -1.069 0.225 0.171 0.30
H -4.026112 5.869970 18.611335 -0.625 0.564 -0.594 0.33
O -4.343790 10.480129 14.599799 -0.093 0.496 -0.368 -0.66
H -5.104203 10.976778 14.266942 0.210 -0.283 0.186 0.30
H -4.694614 9.700770 15.050416 -0.210 -0.112 0.169 0.38
O -0.776277 5.200169 18.397154 -0.353 -0.736 0.253 -0.59
H -0.000801 5.243594 18.954827 0.197 0.121 0.087 0.29
H -0.757671 5.958791 17.824477 0.007 0.649 -0.387 0.32
O -5.580370 8.226815 15.888930 -1.213 0.045 -0.105 -0.64
H -6.560232 8.242773 15.837428 0.908 0.074 -0.154 0.28
H -5.425464 7.729427 16.699080 0.455 -0.236 0.318 0.32
O 0.017393 8.586482 13.975593 0.396 -1.132 -0.377 -0.65
H -0.678590 9.138425 13.615033 -0.258 0.147 0.000 0.31
H 0.181909 7.874765 13.316776 -0.258 0.839 0.585 0.33
O -1.845399 7.176861 16.351096 -0.408 0.307 -0.438 -0.57
H -2.606484 7.635877 15.945135 0.546 -0.137 0.259 0.18
H -1.119418 7.373438 15.739954 0.004 0.103 -0.022 0.28
```
Forces are in eV/Å.



Entry 4:
Formula: C5H10N3S
Source: the Open Molecules 2025 dataset
Level of theory: wB97M-V/def2-TZVPD

The HOMO energy is -13.18 eV. The value obtained for the relative energy (zero: lowest compared OMol25 entry of this formula, charge and spin) is 74.9 kcal/mol. The calculated total energy is -758.60228 a.u. The total charge is +1.

Geometry as XYZ:
```
19
Properties=species:S:1:pos:R:3:forces:R:3:mulliken_charge:R:1
C 0.892591 2.089853 -2.623102 -1.721 0.060 2.919 0.26
C -0.035534 1.461613 -0.687852 1.155 2.834 -3.498 -0.11
C -1.549741 -0.030916 0.383169 -1.110 -0.173 0.237 -0.85
C 0.618953 0.425314 1.349138 0.581 0.185 0.993 -0.87
C 0.456985 -0.853263 -0.699601 0.375 -0.743 -0.505 -0.86
N 0.494908 3.238415 -2.587012 0.470 -0.384 -0.540 -0.36
N -0.566615 2.562972 -0.398252 0.042 -1.781 0.883 -0.34
N -0.128968 0.253004 0.084825 -0.213 -0.118 0.369 0.02
S -0.429289 3.869395 -1.358047 -0.013 0.296 -0.123 0.20
H 1.475893 1.452601 -3.233062 0.394 -0.422 -0.448 0.40
H -2.104563 -0.161286 -0.545567 0.169 0.027 -0.009 0.38
H -1.628553 -0.937781 0.980250 0.164 -0.002 -0.032 0.41
H -1.979215 0.805920 0.932846 0.166 -0.036 -0.061 0.38
H 0.156191 1.208828 1.948172 -0.062 -0.043 -0.181 0.37
H 0.614408 -0.507702 1.910452 -0.094 -0.048 -0.136 0.41
H 1.649962 0.708198 1.139114 -0.101 -0.028 -0.158 0.40
H 0.354673 -1.791070 -0.154286 -0.070 0.151 0.113 0.38
H -0.055491 -0.937828 -1.656415 -0.053 0.113 0.106 0.39
H 1.512466 -0.656724 -0.878906 -0.079 0.113 0.070 0.38
```
Forces are in eV/Å.